# 1
This record from the OMol25 dataset describes a molecular structure, C35H40AlClNO4SSbSe4. The level of theory is ωB97M-V/def2-TZVPD.

Geometry as XYZ:
```
88
Properties=species:S:1:pos:R:3:forces:R:3
Al -0.660 0.988 -0.440 0.247 0.477 0.334
Se -0.911 5.788 -2.403 -0.115 -0.187 0.160
Sb -2.122 4.913 -0.451 0.024 0.461 0.049
Se -2.493 2.308 -0.955 -0.206 0.470 -0.090
Se -0.885 5.154 1.653 -0.175 -0.246 -0.195
Se -4.429 5.742 -0.288 0.155 -0.268 -0.025
O -0.745 -0.022 -2.030 0.450 -0.499 -0.402
S -1.182 -0.939 -3.120 -0.418 -0.439 0.355
C -0.100 -2.415 -2.986 -0.108 0.392 -0.110
C 1.313 -2.085 -3.391 0.016 0.174 -0.111
C 1.571 -1.332 -4.536 -0.046 -0.121 0.081
C 2.874 -1.069 -4.925 -0.005 0.044 -0.055
C 3.937 -1.555 -4.178 0.021 0.047 0.036
C 3.689 -2.298 -3.034 0.021 -0.043 -0.026
C 2.384 -2.561 -2.645 -0.066 -0.021 0.042
C -2.812 -1.649 -2.530 0.309 0.108 -0.282
C -2.768 -3.018 -1.940 0.060 -0.258 0.081
C -2.941 -4.145 -2.745 -0.027 0.149 0.053
C -2.835 -5.417 -2.208 0.035 -0.115 -0.073
C -2.560 -5.585 -0.858 0.006 0.045 0.038
C -2.406 -4.469 -0.047 -0.031 -0.151 -0.079
C -2.507 -3.194 -0.582 -0.063 0.003 -0.006
H -0.526 -3.158 -3.664 -0.132 -0.024 0.060
H -0.165 -2.777 -1.961 0.024 -0.039 0.032
H 0.743 -0.948 -5.121 0.042 0.049 -0.029
H 3.060 -0.473 -5.810 -0.007 0.008 0.008
H 4.953 -1.335 -4.478 0.008 -0.006 0.015
H 4.507 -2.674 -2.434 0.005 0.036 0.007
H 2.200 -3.145 -1.754 -0.037 0.050 0.142
H -3.447 -1.610 -3.415 -0.043 0.026 0.027
H -3.135 -0.893 -1.813 0.037 0.095 -0.056
H -3.162 -4.017 -3.799 0.008 -0.016 -0.016
H -2.956 -6.282 -2.848 -0.032 0.000 0.007
H -2.470 -6.580 -0.440 -0.007 -0.011 -0.002
H -2.205 -4.591 1.010 0.025 0.017 0.006
H -2.382 -2.318 0.045 -0.013 -0.130 -0.072
C -4.852 3.433 3.128 0.082 0.051 -0.079
C -3.563 3.255 3.879 -0.119 -0.075 -0.042
C -3.102 4.263 4.711 0.105 -0.097 -0.039
C -1.892 4.132 5.366 -0.126 -0.179 -0.063
Cl -1.376 5.369 6.476 0.116 0.241 0.106
C -1.096 3.024 5.171 0.006 0.026 0.016
C -1.548 2.003 4.349 0.030 -0.076 -0.062
C -2.787 2.099 3.735 -0.043 0.132 0.213
O -3.369 1.083 3.010 0.130 0.079 -0.162
C -2.629 -0.068 2.689 0.093 0.035 0.029
C -1.711 0.146 1.492 -0.223 -0.086 0.802
O -1.906 -0.516 0.434 0.297 0.351 -0.196
O -0.783 0.988 1.530 -0.175 -0.066 -0.202
H -5.637 3.824 3.779 0.011 -0.032 0.033
H -5.177 2.495 2.686 -0.084 0.046 -0.017
H -4.704 4.156 2.318 0.014 -0.057 -0.059
H -3.683 5.170 4.815 -0.002 0.008 0.027
H -0.123 2.959 5.637 -0.001 0.000 0.021
H -0.890 1.167 4.166 -0.009 -0.025 -0.042
H -3.366 -0.819 2.411 0.022 -0.030 0.037
H -2.046 -0.423 3.548 -0.006 -0.045 -0.093
C 1.070 -3.432 1.482 -0.001 0.023 -0.053
C 1.832 -2.149 1.258 -0.020 -0.014 -0.027
C 3.122 -1.985 1.758 0.055 -0.009 0.045
C 3.781 -0.775 1.558 0.019 -0.029 -0.059
C 5.154 -0.543 2.140 -0.042 0.032 0.002
C 3.180 0.246 0.839 0.044 0.021 0.048
C 1.896 0.105 0.272 -0.146 0.032 -0.015
C 1.250 -1.129 0.534 0.042 0.095 -0.109
N 1.239 1.035 -0.487 -0.090 -0.119 0.113
C 1.958 2.170 -1.114 0.185 0.178 -0.108
C 2.083 3.353 -0.145 -0.149 -0.201 -0.045
C 3.347 1.770 -1.670 -0.101 0.039 0.017
C 1.119 2.625 -2.311 -0.077 -0.179 0.149
H 1.672 -4.158 2.030 -0.006 -0.013 0.001
H 0.766 -3.886 0.533 0.006 -0.016 0.026
H 0.155 -3.248 2.051 -0.005 -0.003 0.025
H 3.604 -2.786 2.311 -0.020 0.007 0.023
H 5.538 -1.443 2.623 0.007 0.002 0.005
H 5.121 0.257 2.883 0.029 -0.017 0.026
H 5.862 -0.235 1.368 0.007 -0.022 -0.004
H 3.713 1.180 0.744 -0.036 0.001 -0.013
H 0.252 -1.274 0.132 0.013 -0.172 -0.008
H 2.660 3.088 0.745 0.040 -0.010 -0.016
H 1.094 3.669 0.193 0.055 0.118 0.011
H 2.558 4.201 -0.644 -0.001 0.038 0.026
H 4.159 2.115 -1.028 0.045 -0.074 -0.030
H 3.493 2.222 -2.652 -0.005 0.037 0.020
H 3.424 0.690 -1.782 0.067 -0.134 -0.076
H 0.123 2.946 -1.999 -0.018 0.088 -0.113
H 1.007 1.811 -3.035 0.067 -0.015 -0.017
H 1.578 3.484 -2.797 -0.039 0.040 0.023
```
Forces are in eV/Å.

charge	-2
frontier orbital gap	4.047	eV
energy above the lowest of the compared OMol25 structures with the same formula, charge and spin	34.4	kcal/mol
highest occupied orbital energy	-0.88	eV
LUMO level	3.17	eV



# 2
This record from the OMol25 dataset describes a molecular structure, C35H40BFeN12OP in a non-equilibrium geometry. The level of theory is ωB97M-V/def2-TZVPD.

Geometry as XYZ:
```
91
Properties=species:S:1:pos:R:3:forces:R:3
Fe -0.073 -0.030 -0.388 0.424 -0.858 0.089
O -2.442 0.895 -1.739 0.249 -0.334 -0.037
N -2.020 -0.209 -0.987 0.282 1.027 0.133
C -3.024 -0.912 -0.639 -0.028 -0.103 -0.187
C -3.086 -2.126 0.182 0.098 -0.087 -0.043
C -4.368 -2.680 0.270 0.031 0.013 -0.011
C -4.600 -3.846 0.975 -0.003 -0.011 0.018
C -3.542 -4.485 1.601 -0.016 -0.018 0.000
C -2.269 -3.941 1.533 0.001 0.027 0.020
C -2.018 -2.760 0.843 -0.058 0.172 -0.084
P -0.324 -2.074 0.812 -0.130 0.183 0.057
C 0.228 -2.105 2.551 0.005 -0.022 -0.017
C 0.261 -0.912 3.269 0.029 -0.021 -0.006
C 0.642 -0.895 4.603 -0.001 0.008 -0.007
C 1.004 -2.073 5.236 -0.006 0.004 0.000
C 0.987 -3.268 4.529 -0.011 -0.001 0.012
C 0.603 -3.286 3.198 -0.044 -0.009 0.012
C 0.608 -3.449 0.054 -0.014 0.036 -0.099
C 0.029 -4.171 -0.991 -0.003 -0.062 0.065
C 0.747 -5.160 -1.647 0.014 0.005 -0.007
C 2.053 -5.440 -1.269 -0.011 0.001 -0.002
C 2.635 -4.733 -0.227 0.014 -0.002 0.005
C 1.921 -3.740 0.427 0.027 0.075 -0.039
H -1.705 1.550 -1.686 -0.196 0.128 -0.114
H -3.984 -0.558 -1.011 0.000 -0.005 -0.002
H -5.192 -2.185 -0.229 0.000 -0.005 -0.008
H -5.599 -4.256 1.031 0.000 -0.003 -0.006
H -3.704 -5.406 2.145 -0.002 0.005 0.008
H -1.457 -4.452 2.031 0.002 0.009 0.013
H -0.012 0.013 2.787 0.025 -0.018 0.011
H 0.654 0.042 5.145 0.001 0.000 0.004
H 1.302 -2.063 6.276 0.004 0.001 0.000
H 1.273 -4.191 5.015 0.004 0.000 -0.001
H 0.614 -4.227 2.665 0.000 0.000 0.000
H -1.001 -3.984 -1.275 -0.002 0.012 -0.012
H 0.281 -5.723 -2.446 -0.006 -0.008 0.009
H 2.611 -6.216 -1.776 -0.003 -0.008 0.005
H 3.646 -4.959 0.085 0.007 0.009 -0.013
H 2.392 -3.196 1.237 -0.004 -0.006 0.001
B 1.046 3.126 0.896 0.023 -0.152 0.093
N -0.051 2.252 1.575 0.258 -0.058 -0.061
C -0.595 2.581 2.755 -0.194 0.079 -0.086
C -1.770 1.867 2.916 -0.013 0.110 -0.066
C -1.861 1.098 1.762 -0.055 0.150 0.010
N -0.818 1.331 0.952 0.069 -0.496 0.423
N 1.486 2.585 -0.510 0.478 -0.376 0.208
C 2.497 3.167 -1.175 -0.047 -0.017 -0.151
C 2.577 2.615 -2.440 -0.034 0.046 0.057
C 1.559 1.664 -2.459 0.032 0.031 0.021
N 0.902 1.646 -1.295 0.367 -0.842 0.125
H 2.011 3.183 1.612 0.026 0.021 -0.033
H 0.570 4.219 0.706 0.048 0.115 0.066
H -0.137 3.337 3.372 0.011 -0.016 0.014
H -2.455 1.904 3.745 0.008 -0.023 0.010
H -2.617 0.382 1.490 0.050 -0.051 0.056
H 3.079 3.944 -0.706 0.014 -0.011 0.010
H 3.277 2.855 -3.221 0.008 -0.010 -0.004
H 1.281 0.992 -3.254 -0.027 0.016 -0.003
N 1.119 -2.301 -3.639 -0.041 0.061 -0.011
C 0.110 -1.658 -3.041 0.084 -0.011 -0.047
N 0.577 -1.088 -1.951 -0.137 -0.229 0.168
C 1.893 -1.436 -1.926 -0.011 0.141 0.009
N 2.261 -2.174 -2.941 0.085 0.029 -0.012
C 2.701 -0.943 -0.813 0.005 -0.120 0.079
C 4.079 -1.062 -0.734 -0.018 -0.086 0.038
N 4.753 -0.612 0.317 0.030 0.002 -0.028
C 4.050 -0.035 1.283 -0.025 -0.019 0.012
C 2.669 0.105 1.209 0.021 -0.002 0.047
N 1.992 -0.353 0.163 -0.182 0.435 -0.256
H 1.109 -2.837 -4.492 -0.005 -0.017 0.011
H -0.902 -1.623 -3.408 -0.005 -0.009 -0.008
H 4.637 -1.535 -1.533 0.002 0.003 -0.003
H 4.594 0.337 2.142 -0.005 -0.001 0.004
H 2.108 0.594 1.993 0.003 0.009 -0.015
N -1.596 6.153 -1.982 -0.072 0.018 -0.059
C -1.485 5.517 -0.622 -0.108 -0.060 0.014
C -1.837 4.039 -0.745 0.155 0.088 -0.243
N -1.038 3.339 -1.747 0.563 0.316 0.314
C -1.060 4.000 -3.042 -0.026 -0.065 0.087
C -0.692 5.477 -2.979 0.038 -0.031 0.017
H -1.385 7.150 -1.929 0.021 -0.005 0.011
H -2.564 6.076 -2.306 0.005 0.037 -0.023
H -2.147 6.053 0.056 -0.029 -0.011 -0.024
H -0.455 5.654 -0.304 0.052 -0.017 0.038
H -2.898 3.925 -0.997 0.000 0.036 -0.021
H -1.688 3.569 0.221 -0.041 -0.012 0.101
H -0.057 3.136 -1.419 -2.017 0.865 -0.619
H -2.060 3.892 -3.478 -0.010 0.021 -0.023
H -0.360 3.503 -3.714 -0.010 -0.006 -0.015
H -0.808 5.982 -3.936 -0.019 -0.017 -0.008
H 0.326 5.617 -2.617 -0.002 0.009 0.010
```
Forces are in eV/Å.

charge	+2
frontier orbital gap (alpha / beta)	8.570 / 8.569	eV
energy above the lowest of the compared OMol25 structures with the same formula, charge and spin	12.4	kcal/mol
highest occupied orbital energy (alpha / beta)	-13.41 / -13.41	eV
LUMO level (alpha / beta)	-4.84 / -4.84	eV



# 3
This record from the OMol25 dataset describes a molecular structure, C35H40MnN4P2 in a non-equilibrium geometry. The level of theory is ωB97M-V/def2-TZVPD.

Geometry as XYZ:
```
82
Properties=species:S:1:pos:R:3:forces:R:3
Mn 0.000 0.000 0.000 -0.583 1.241 3.909
C -2.116 1.924 -8.521 -0.011 -0.364 0.210
C -2.186 0.710 -7.962 0.009 0.388 -0.150
C -1.363 -0.526 -8.214 0.119 -0.032 -0.144
C -0.013 -0.343 -8.942 -0.162 -0.012 0.040
C 0.936 0.572 -8.208 0.002 0.398 0.040
C 1.006 1.908 -8.240 0.020 -0.386 0.051
C 0.184 2.907 -9.012 -0.148 0.006 -0.093
C -1.166 2.422 -9.584 0.166 0.024 0.004
C 1.420 0.562 1.456 1.231 0.929 -0.478
H -2.815 2.672 -8.147 0.064 -0.104 -0.037
H -2.953 0.574 -7.198 0.067 0.027 -0.110
H -1.972 -1.253 -8.774 0.088 0.124 0.101
H -1.170 -0.999 -7.241 -0.003 0.052 -0.091
H 0.452 -1.332 -9.024 -0.059 0.138 -0.003
H -0.183 -0.005 -9.966 0.049 -0.091 0.150
H 1.636 0.066 -7.542 -0.052 0.085 -0.076
H 1.774 2.367 -7.615 -0.096 -0.086 -0.072
H 0.793 3.312 -9.835 -0.092 -0.078 0.147
H -0.009 3.760 -8.347 0.029 -0.129 -0.083
H -1.632 3.274 -10.094 0.060 -0.134 0.072
H -0.997 1.667 -10.355 -0.063 0.141 0.094
H 1.034 1.357 2.119 0.279 -0.414 -0.330
H 2.360 0.917 0.985 -0.038 -0.041 0.502
H 1.656 -0.333 2.070 -0.226 0.353 -0.466
P 1.617 -0.471 -1.577 2.437 -1.248 -1.890
P -1.466 -0.688 -1.645 -2.315 -0.413 -2.474
N 2.641 0.826 -2.103 -0.503 0.057 0.193
N 2.846 -1.683 -1.286 -0.211 -0.212 -0.054
N -2.097 0.578 -2.657 0.036 -0.198 -0.093
N -2.861 -1.656 -1.276 0.442 0.164 0.093
C 0.826 -1.072 -3.164 0.327 0.395 -0.122
C -0.533 -1.731 -2.871 -0.154 -0.091 0.213
C 2.428 2.159 -1.733 0.336 0.020 -0.458
C 3.286 2.946 -2.473 -0.350 -0.207 0.311
C 4.046 2.079 -3.327 -0.152 -0.525 0.083
C 3.631 0.783 -3.091 -0.085 0.421 0.151
C 3.677 -1.674 -0.164 0.083 -0.420 -0.256
C 4.285 -2.911 -0.070 -0.183 0.432 -0.071
C 3.796 -3.718 -1.149 -0.292 0.297 -0.246
C 2.905 -2.949 -1.873 0.361 -0.177 0.377
C -2.345 1.863 -2.160 -0.080 0.017 -0.569
C -2.848 2.634 -3.189 0.194 -0.221 0.465
C -2.914 1.806 -4.357 0.166 -0.499 0.102
C -2.452 0.552 -4.011 -0.164 0.554 0.100
C -3.926 -2.003 -2.110 -0.149 -0.303 0.269
C -4.693 -2.945 -1.451 0.316 0.403 -0.254
C -4.079 -3.196 -0.180 0.455 0.289 0.072
C -2.958 -2.395 -0.092 -0.379 -0.256 -0.226
H 1.508 -1.740 -3.723 -0.407 0.466 0.198
H 0.686 -0.155 -3.768 0.035 -0.381 0.192
H -1.110 -1.906 -3.797 0.219 0.065 0.477
H -0.409 -2.710 -2.367 -0.025 0.371 -0.205
H 1.678 2.395 -0.976 0.419 -0.034 -0.303
H 3.372 4.033 -2.403 -0.044 -0.532 -0.022
H 4.828 2.376 -4.030 -0.381 -0.160 0.349
H 3.958 -0.173 -3.503 -0.117 0.458 0.191
H 3.763 -0.776 0.449 -0.044 -0.430 -0.244
H 5.018 -3.203 0.684 -0.365 0.147 -0.347
H 4.079 -4.747 -1.377 -0.148 0.470 0.105
H 2.310 -3.189 -2.755 0.389 0.007 0.514
H -2.121 2.087 -1.116 -0.175 -0.029 -0.403
H -3.130 3.687 -3.116 0.146 -0.550 -0.025
H -3.259 2.105 -5.351 0.208 -0.154 0.512
H -2.338 -0.352 -4.608 -0.064 0.418 0.241
H -4.059 -1.515 -3.076 0.043 -0.222 0.436
H -5.614 -3.394 -1.832 0.462 0.244 0.173
H -4.434 -3.879 0.595 0.193 0.351 -0.379
H -2.213 -2.256 0.693 -0.419 -0.017 -0.230
C -1.197 0.146 1.710 -0.527 -0.665 -0.405
C -1.235 0.135 2.929 0.279 -0.462 1.069
C -0.955 0.030 4.361 -0.024 0.244 -0.349
C -1.895 0.412 5.329 0.559 -0.074 0.692
C -1.562 0.366 6.694 0.377 -0.178 -0.559
C -0.298 -0.072 7.103 -0.267 0.073 -0.287
C 0.638 -0.469 6.150 -0.526 0.153 -0.344
C 0.315 -0.416 4.791 -0.263 0.046 0.627
H -2.870 0.770 5.032 -0.021 -0.026 -0.109
H -2.279 0.679 7.440 -0.075 0.003 -0.041
H -0.039 -0.102 8.155 -0.073 0.019 -0.032
H 1.619 -0.810 6.465 -0.079 0.021 -0.093
H 1.070 -0.726 4.089 -0.071 0.046 -0.303
```
Forces are in eV/Å.

spin multiplicity	6
charge	0
frontier orbital gap (alpha / beta)	5.328 / 6.597	eV
energy above the lowest of the compared OMol25 structures with the same formula, charge and spin	0.0	kcal/mol
highest occupied orbital energy (alpha / beta)	-5.71 / -7.69	eV
LUMO level (alpha / beta)	-0.38 / -1.09	eV



Which of these has the highest energy above the lowest of the compared OMol25 structures with the same formula, charge and spin?
C35H40AlClNO4SSbSe4



What is the formula in the second record?
C35H40BFeN12OP